C35H28BrF5N7O8RuS as an isolated structure, computed with ωB97M-V/def2-TZVPD.

Summary:
- Electronic energy: -160606.26560 eV
- 2S+1: 2
- <S²>: 0.7551

```
86
Properties=species:S:1:pos:R:3:lowdin_spin:R:1
Ru -1.03 -0.53 0.09 0.86
N -1.50 1.58 0.53 0.01
N -2.68 2.08 -0.08 0.00
C -2.53 2.70 -1.29 0.00
N -3.59 2.68 -2.10 0.00
N -1.35 3.27 -1.45 0.00
N -1.06 3.90 -2.63 0.00
O 0.10 4.23 -2.77 0.00
O -1.93 4.12 -3.47 0.00
H -1.64 1.69 1.53 0.00
H -0.75 2.21 0.23 0.00
H -3.42 1.40 0.04 0.00
H -4.26 1.93 -2.00 0.00
H -3.48 3.16 -2.98 0.00
F 3.48 -4.60 3.40 0.00
C 2.62 -4.17 2.47 0.00
C 3.04 -3.35 1.44 0.00
F 4.32 -2.98 1.38 0.00
C 2.14 -2.91 0.50 0.00
F 2.60 -2.13 -0.48 0.00
C 0.79 -3.25 0.55 0.01
S -0.35 -2.64 -0.66 0.08
C 0.40 -4.09 1.58 0.00
F -0.87 -4.49 1.70 0.00
C 1.29 -4.55 2.54 0.00
F 0.87 -5.34 3.53 0.00
Br 4.00 -0.62 4.52 0.00
C 2.55 -0.53 3.33 0.00
C 2.69 0.14 2.13 0.00
C 1.61 0.15 1.26 0.00
N 0.45 -0.46 1.55 0.00
C 0.33 -1.09 2.73 0.00
C 1.35 -1.14 3.65 0.00
H 3.61 0.63 1.85 0.00
H 1.67 0.62 0.29 0.00
H -0.63 -1.56 2.91 0.00
H 1.22 -1.67 4.58 0.00
O -3.69 0.18 1.53 0.01
C -3.41 -1.01 1.65 0.00
O -2.24 -1.50 1.39 0.02
C -4.42 -2.02 2.10 0.00
C -5.64 -1.57 2.57 0.00
C -6.64 -2.47 2.98 0.00
C -6.34 -3.81 2.86 0.00
O -7.14 -4.87 3.16 0.00
C -6.38 -6.04 2.83 0.00
O -5.11 -5.62 2.33 0.00
C -5.12 -4.25 2.37 0.00
C -4.13 -3.39 1.98 0.00
H -5.82 -0.51 2.63 0.00
H -7.59 -2.14 3.35 0.00
H -6.90 -6.61 2.07 0.00
H -6.23 -6.64 3.74 0.00
H -3.19 -3.73 1.58 0.00
C -6.05 -3.62 -0.90 0.00
C -4.92 -3.22 -1.82 0.00
C -3.90 -4.12 -2.09 0.00
C -2.86 -3.79 -2.94 0.00
C -2.84 -2.54 -3.54 0.00
C -3.84 -1.62 -3.25 0.00
N -3.82 -0.32 -3.83 0.00
C -2.68 0.28 -4.37 0.00
C -2.76 0.83 -5.65 0.00
C -1.69 1.50 -6.22 0.00
C -0.49 1.62 -5.54 0.00
C -0.39 1.09 -4.27 0.00
C -1.47 0.44 -3.66 0.00
C -1.29 0.05 -2.26 0.00
O -2.26 -0.36 -1.54 0.00
O -0.16 0.17 -1.66 0.01
C -4.88 -1.94 -2.39 0.00
C -5.92 -0.90 -2.06 0.00
H -5.94 -4.67 -0.61 0.00
H -7.02 -3.51 -1.38 0.00
H -6.06 -3.02 0.01 0.00
H -3.92 -5.10 -1.62 0.00
H -2.07 -4.50 -3.14 0.00
H -2.04 -2.27 -4.22 0.00
H -4.64 -0.12 -4.38 0.00
H -3.68 0.71 -6.20 0.00
H -1.80 1.92 -7.21 0.00
H 0.35 2.14 -5.98 0.00
H 0.52 1.19 -3.70 0.00
H -5.43 0.06 -1.87 0.00
H -6.49 -1.17 -1.17 0.00
H -6.63 -0.75 -2.88 0.00
```